[1]
Here is a molecular structure, C3H5NO2 at a distorted geometry from the Open Molecules 2025 dataset. Energies are from ωB97M-V with the def2-TZVPD basis set.

Structure (XYZ):
```
11
Properties=species:S:1:pos:R:3:forces:R:3:mulliken_charge:R:1
N 1.64869 1.14404 0.11675 0.01 -0.78 -0.44 -0.29
C 1.71243 0.08918 -0.46320 0.17 0.88 0.53 -0.14
O 0.07060 -0.48394 -1.19435 0.01 -0.06 -0.06 -0.58
C -0.76715 -0.81192 -0.12123 -0.11 -0.05 0.13 -0.33
C -1.38620 0.43163 0.49377 -0.07 -0.06 -0.04 0.08
O -1.78247 0.49020 1.62793 0.03 0.03 -0.15 -0.49
H 2.46231 1.54930 0.56681 -0.02 -0.05 -0.02 0.30
H 1.34281 -0.87542 -1.01122 -0.05 -0.02 -0.07 0.53
H -0.25854 -1.37295 0.68195 -0.04 0.10 -0.12 0.23
H -1.58426 -1.45153 -0.48897 0.05 0.08 0.09 0.33
H -1.45821 1.29143 -0.20824 0.00 -0.07 0.14 0.35
```
Positions in Å, forces in eV/Å.

Properties
Gap between HOMO and LUMO   10.30 eV
DFT total energy   -322.394039 hartree
E_HOMO   -9.48 eV
Net charge   0
Relative energy (zero: lowest compared OMol25 entry of this formula, charge and spin)   473.36 kJ/mol
E_LUMO   0.82 eV



[2]
Here is C10H17Cl in the gas phase at a distorted geometry from the Open Molecules 2025 dataset. Energies are from ωB97M-V with the def2-TZVPD basis set.

Structure (XYZ):
```
28
Properties=species:S:1:pos:R:3:forces:R:3:mulliken_charge:R:1
C -2.17605 -2.70333 -0.72083 -1.14 3.68 -0.66 -0.79
C -2.84793 -1.48095 -1.06225 2.46 -3.75 0.27 -0.32
C -2.35313 -0.11972 -0.61788 -2.83 2.53 0.22 0.92
C -3.12805 1.01301 -0.95522 1.38 -1.84 1.08 -1.10
C -1.21769 0.15335 0.37775 -0.84 -2.86 -0.86 -0.67
C -0.11527 1.02911 -0.17393 -0.08 -0.74 1.18 -0.67
C 1.06248 0.28276 -0.60917 2.68 0.42 -0.63 -1.60
C 2.31363 0.09402 0.34427 -1.76 0.62 1.65 1.46
C 3.16365 1.39556 0.44144 -0.62 -0.61 0.99 -1.59
C 1.90226 -0.41997 1.75271 -1.56 0.53 -0.62 -1.39
Cl 3.09388 -1.29627 -0.34703 1.80 -0.86 -1.01 -0.21
H -2.22970 -3.66534 -1.23216 -0.92 0.38 0.13 0.27
H -1.43196 -2.70475 0.06221 0.34 0.24 -0.07 0.20
H -3.71662 -1.68991 -1.74874 1.03 1.18 0.54 0.23
H -3.88421 0.81399 -1.67321 -0.82 0.11 -0.50 0.31
H -3.14374 2.07130 -0.51721 0.75 -1.83 -0.67 0.25
H -1.56584 0.81331 1.07132 -2.05 1.31 2.16 0.32
H -1.01668 -0.78636 0.99807 0.61 1.24 -1.17 0.28
H -0.42657 1.54576 -1.04314 -1.00 0.72 -0.58 0.52
H 0.02645 1.74031 0.62229 0.85 0.64 0.02 0.40
H 0.73908 -0.65361 -1.03924 0.06 -0.49 0.17 0.50
H 1.46338 0.84898 -1.46461 0.31 -0.38 0.07 0.51
H 2.96209 1.97864 -0.38834 -0.41 1.13 -2.03 0.45
H 4.19312 1.16436 0.36585 1.16 -0.29 0.33 0.45
H 2.99208 2.13024 1.26968 -0.12 -1.31 -0.12 0.30
H 2.66528 -0.65695 2.47785 0.84 -0.31 -0.43 0.40
H 1.41069 0.44377 2.25016 -0.57 -0.76 -0.25 0.29
H 1.26537 -1.34132 1.55934 0.46 1.31 0.77 0.29
```
Positions in Å, forces in eV/Å.

Properties
Gap between HOMO and LUMO   8.85 eV
DFT total energy   -851.293375 hartree
E_HOMO   -8.36 eV
Net charge   0
Relative energy (zero: lowest compared OMol25 entry of this formula, charge and spin)   248.80 kJ/mol
E_LUMO   0.48 eV
SMILES string   C=CC(=C)CCCC(C)(C)Cl



[3]
Here is a molecular structure, C24H42CoN5Sb at a distorted geometry from the Open Molecules 2025 dataset. Energies are from ωB97M-V with the def2-TZVPD basis set.

Structure (XYZ):
```
73
Properties=species:S:1:pos:R:3:forces:R:3:mulliken_charge:R:1
Co 0.41594 4.62249 0.54417 0.86 0.22 0.12 0.24
N 2.32910 4.69264 -0.31313 0.77 -1.57 3.03 -0.51
C 2.86415 6.03248 -0.68189 0.63 -0.28 -0.36 -0.56
C 1.78588 6.82167 -1.38921 -0.20 0.92 -0.81 -0.85
C 0.46951 7.28093 -0.72348 -0.16 0.71 1.48 -0.13
C -0.78238 6.62738 -1.29147 -1.28 0.19 -0.68 -0.82
N -0.78405 5.15647 -1.04034 -0.65 0.35 1.96 -0.50
H 2.97642 4.07777 0.33644 -1.27 1.87 -1.74 0.35
H 2.21453 4.13945 -1.13856 0.18 -0.32 -0.78 0.40
H 3.69578 5.85910 -1.40008 -0.45 0.32 0.46 0.41
H 3.30535 6.56627 0.17431 -0.43 -0.40 -0.07 0.30
H 1.47932 6.28026 -2.28869 0.19 -0.20 -0.09 0.38
H 2.28849 7.70228 -1.79472 -0.03 0.03 0.04 0.38
H 0.31463 8.38809 -0.71512 0.37 -0.73 -0.63 0.43
H 0.44110 7.17621 0.41839 0.19 -0.54 -1.04 0.11
H -0.99923 6.71478 -2.41423 0.63 0.64 1.64 0.37
H -1.66525 7.00990 -0.71770 0.69 -0.04 -0.78 0.39
H -0.63377 4.63310 -1.86977 0.11 -0.62 -0.85 0.31
H -1.72599 4.93214 -0.69835 0.29 -0.26 -0.54 0.35
C -2.66824 0.55340 -1.55107 0.69 0.05 -1.60 -0.39
C -3.28132 0.97318 -0.39708 -0.17 -0.36 0.82 -0.67
C -2.55223 1.64887 0.57927 -1.68 0.99 -0.13 -0.12
C -1.27416 2.11722 0.29078 -1.04 -1.31 -0.04 0.46
C -0.64379 1.72073 -0.86581 0.94 -0.74 -1.52 -0.10
C -1.33964 0.93231 -1.82049 0.73 -0.50 0.72 -0.77
N -0.57096 2.92440 1.15947 -0.03 1.40 2.20 0.34
N -1.01737 3.04869 2.34165 1.16 -0.17 -1.03 -0.45
C -0.28295 3.95484 3.17498 -0.55 -0.64 1.01 0.68
C -0.44673 3.78440 4.54747 0.51 1.84 -0.47 -0.67
C 0.16007 4.80517 5.32333 -0.15 -1.29 0.84 -0.12
C 0.94699 5.82033 4.82895 -0.17 -0.07 -1.00 -0.79
C 1.13327 5.80394 3.41491 0.69 0.06 1.02 0.08
N 0.51873 4.89928 2.64599 -0.28 -0.01 -0.89 -0.11
H -3.23819 -0.03756 -2.30005 0.55 0.48 0.63 0.42
H -4.32592 0.68921 -0.27154 0.27 0.24 0.38 0.42
H -3.09175 2.02234 1.45644 0.41 -0.34 -0.18 0.42
H 0.45562 1.93602 -0.92139 -1.10 -0.18 -0.42 0.32
H -0.81280 0.45526 -2.67146 -0.36 0.78 0.53 0.40
H -1.05553 3.01444 5.00811 0.10 0.04 -0.29 0.46
H 0.08916 4.71975 6.40237 -0.26 0.09 -0.03 0.40
H 1.34344 6.54128 5.57438 0.03 -0.38 -1.17 0.38
H 1.88837 6.43146 2.91307 -0.75 -0.05 0.30 0.38
C 1.36077 -6.10878 1.83018 1.17 -1.09 0.97 -1.41
C 1.85531 -6.04076 0.37597 -2.78 -0.52 0.54 0.13
C 2.00900 -7.46592 -0.17764 0.75 0.26 0.15 -1.21
Sb 0.13583 -4.93607 -0.58367 0.76 -0.51 0.39 0.72
C -1.91949 -5.23061 0.06706 0.45 -0.23 0.78 0.31
C -2.09643 -6.05301 1.32878 -0.72 -1.82 0.00 -1.49
C -2.70109 -5.60091 -1.16300 0.09 -1.56 0.08 -1.42
C 0.35583 -4.99035 -2.73006 1.78 0.36 1.44 -0.32
C -0.09714 -6.31647 -3.24241 0.21 0.50 -0.22 -1.05
C 1.91197 -4.80522 -2.88901 -1.72 -0.69 0.48 -1.41
H 2.24739 -6.44928 2.40806 -0.41 0.12 -0.09 0.43
H 0.59701 -6.90508 2.03918 0.49 0.98 -0.50 0.29
H 1.09348 -5.15674 2.28942 -0.22 0.01 -0.19 0.41
H 2.62348 -5.30528 0.28402 0.84 0.03 -0.33 0.43
H 1.22237 -8.08985 0.22789 -0.31 -0.05 0.00 0.36
H 2.94968 -7.92907 0.19194 -0.36 0.44 -0.31 0.40
H 1.97145 -7.54424 -1.26174 0.27 0.01 0.01 0.29
H -2.10605 -4.21084 0.34300 -0.36 0.71 0.05 0.30
H -1.75178 -7.09001 1.34292 0.52 0.02 -0.79 0.34
H -3.12566 -6.27005 1.62942 -0.44 0.73 -0.55 0.40
H -1.67165 -5.66328 2.21039 0.74 1.04 0.85 0.46
H -2.68246 -6.71881 -1.30350 0.17 1.15 -0.26 0.32
H -2.32385 -5.05080 -2.01268 -0.04 -0.17 -0.50 0.41
H -3.73363 -5.33808 -1.06956 -0.75 0.22 0.29 0.46
H -0.20966 -4.11090 -2.99010 -0.13 0.14 -0.84 0.59
H 0.35553 -7.11022 -2.64476 -0.29 -0.22 -0.43 0.27
H 0.22013 -6.34317 -4.27144 0.33 -0.54 -0.50 0.44
H -1.15775 -6.33490 -3.27112 -0.93 -0.62 0.16 0.34
H 2.42446 -5.71680 -2.52726 -0.08 0.66 -0.11 0.28
H 2.19613 -3.91385 -2.36636 0.65 0.38 0.34 0.43
H 2.12319 -4.67301 -3.92279 0.32 0.03 -0.94 0.48
```
Positions in Å, forces in eV/Å.

Properties
Gap between HOMO and LUMO (alpha / beta)   6.04 / 6.47 eV
DFT total energy   -2835.475622 hartree
E_HOMO (alpha / beta)   -15.42 / -16.04 eV
Net charge   +3
2S+1   5
E_LUMO (alpha / beta)   -9.38 / -9.57 eV